{"formula": "C16H17ClI2N2O5Se2V", "method": "the ωB97M-V functional and the def2-TZVPD basis", "species": ["V", "H", "I", "H", "C", "I", "Se", "C", "C", "H", "C", "C", "O", "C", "C", "H", "C", "C", "H", "C", "H", "N", "C", "H", "O", "Se", "C", "H", "H", "H", "C", "C", "N", "H", "H", "O", "O", "H", "H", "H", "H", "C", "O", "Cl", "C", "H"], "positions_angstrom": [[0.29012, -0.64600, -0.77966], [0.96986, 1.89919, -0.28895], [-2.56387, 3.57537, 0.46183], [4.87479, -4.40187, -0.45047], [-2.32875, 0.08714, -1.92511], [0.76096, 4.00358, 1.78096], [0.08851, -4.05870, -1.79208], [0.36255, 1.36258, -1.00972], [1.75243, -3.33258, -1.17342], [-4.47717, -0.70081, -4.39628], [2.79284, -4.21861, -0.92737], [-2.31012, -0.58078, 1.78788], [-0.80554, -1.56088, 0.23363], [4.24092, -2.34828, -0.62060], [-0.26436, 0.21917, 2.73691], [-2.61510, -2.28208, -4.86387], [-2.55246, -1.58076, -4.04401], [-3.47901, 0.14001, -2.68276], [-4.26769, 0.82632, -2.41068], [4.05059, -3.72484, -0.63008], [-1.61854, 4.91687, 2.55021], [1.91685, -2.00618, -1.08229], [-3.59094, -0.70522, -3.77628], [-0.50403, -0.51584, 3.51123], [1.36891, -0.30627, 0.96701], [-0.01104, -2.77299, -3.72356], [1.08031, -0.14628, 2.15430], [-2.22428, 0.72338, -1.05308], [-2.41756, -1.10540, 2.74121], [-0.48189, 1.92094, -1.39536], [3.15339, -1.53185, -0.84075], [-1.42261, -1.57406, -3.23929], [-1.29555, -0.73160, -2.20310], [-3.25391, -0.07053, 1.58714], [2.86313, -0.43310, 2.72117], [1.98483, -0.23516, 3.09061], [-1.28289, 0.38371, 1.79444], [3.26300, -0.45733, -0.81252], [5.21226, -1.90834, -0.44753], [-1.11766, 5.72294, 1.03777], [2.62000, -5.28159, -1.02012], [-1.20488, 4.77867, 1.55964], [-2.91253, -2.30670, 0.17478], [1.38157, 0.78106, -2.35517], [-2.10874, -1.59980, 0.67497], [-0.09417, 1.17546, 3.24044]], "multiplicity": 2, "gap_ev": [6.270, 6.879], "charge": 2, "s2": 0.773}



{"formula": "C3H5IN2", "method": "the ωB97M-V functional and the def2-TZVPD basis", "species": ["H", "C", "H", "H", "I", "C", "H", "C", "H", "N", "N"], "positions_angstrom": [[-2.22059, -0.95921, 0.63629], [-0.50774, 0.20912, 1.22326], [-0.70486, 0.13952, 2.29220], [2.17700, -0.06615, -0.23513], [0.87052, -1.80943, -2.25214], [1.19567, 0.41950, -0.35796], [1.39849, 1.44368, -0.72377], [-1.50903, -0.20527, 0.34597], [-1.70404, 0.34191, -0.55929], [0.32291, -0.13170, -1.32122], [0.68167, 0.61803, 0.95180]], "multiplicity": 1, "gap_ev": [7.533, 8.123], "charge": 0}



{"formula": "H20NO8", "method": "the ωB97M-V functional and the def2-TZVPD basis", "species": ["H", "O", "H", "H", "H", "H", "H", "H", "H", "H", "H", "H", "H", "O", "H", "O", "O", "O", "H", "H", "H", "H", "O", "N", "O", "H", "O", "H", "H"], "positions_angstrom": [[-0.38031, -3.59693, 1.59290], [-0.20431, -2.69093, 1.96290], [0.16369, -2.29393, -3.21910], [3.28769, -2.13193, 1.86390], [-0.09331, -2.88393, 2.93690], [2.04669, 3.65207, 1.38390], [-1.93631, 0.05107, -2.28410], [0.80769, 3.07107, 2.10790], [-2.17931, -0.22593, -3.64910], [2.40969, 1.98307, -1.68310], [-1.31831, 2.55207, 2.53990], [-3.14131, -1.15493, -0.45510], [1.23169, 2.45307, -2.79210], [-2.65131, -0.33993, -0.40910], [0.08569, -0.72693, -3.17610], [-1.43331, 0.06507, -3.11210], [1.51669, 2.28407, -1.85410], [-1.59131, 1.68607, 2.34390], [1.91569, -2.97393, 1.60890], [-3.27231, 0.27807, 0.17390], [0.37569, -0.06393, -0.62810], [0.98969, -0.41993, 0.92890], [2.73369, -2.73293, 1.34890], [0.33069, 0.17507, 0.40390], [1.74769, 2.90107, 1.61190], [-2.32031, 1.76107, 1.70290], [0.56069, -1.47893, -2.67210], [-0.42931, -0.16793, 0.80890], [0.74769, 0.97007, 0.61390]], "multiplicity": 1, "gap_ev": 10.365, "charge": 1}



{"formula": "C8H20N3S", "method": "the ωB97M-V functional and the def2-TZVPD basis", "species": ["H", "H", "H", "N", "H", "H", "C", "H", "H", "H", "H", "C", "C", "C", "C", "C", "H", "H", "H", "H", "S", "H", "H", "H", "H", "H", "H", "C", "H", "C", "N", "N"], "positions_angstrom": [[1.70695, 2.39368, 0.10951], [-2.58517, -1.98154, -1.48168], [-1.48018, 2.77604, 1.30624], [-0.13722, 1.40478, 0.22057], [-2.54798, -0.48882, 1.91053], [-0.04428, 2.42024, 1.95759], [1.27837, 1.37961, -0.04611], [3.07163, -0.08410, -2.30764], [0.08313, -0.59898, 0.84696], [2.77113, -1.26093, 0.19489], [1.49294, -1.81464, -0.82088], [-1.67249, -0.43026, -0.54575], [-1.40069, -2.75504, 0.07931], [2.50469, -1.33255, -0.84555], [-0.46979, 2.55933, 1.05296], [-1.72235, 0.22372, 1.91543], [1.64817, 1.72785, -2.05334], [1.94068, 0.85768, 0.62717], [-0.53795, 1.54525, -0.75357], [3.10876, -2.05435, -1.22347], [-2.42563, 0.66235, -1.60848], [-0.03347, 3.37229, 0.57462], [-1.07088, -3.49775, -0.65724], [-2.16406, 1.21069, 2.10555], [0.86829, 0.18190, -1.90755], [-0.56547, -2.32244, 0.65108], [-2.04649, -3.28391, 0.69901], [-0.81987, 0.11528, 0.61352], [-1.15943, 0.01770, 2.89209], [1.61223, 0.80992, -1.43667], [2.73361, -0.01442, -1.33164], [-1.93721, -1.73857, -0.73746]], "multiplicity": 1, "gap_ev": 9.191, "charge": 1}



One value per record, in order, for max |F|: 0.0225; 0.0246; 0.2386; 0.0800 Eh/bohr.